Here is C5H9BN3O3W as an isolated structure at a distorted geometry from the Open Molecules 2025 dataset. Energies are from the ωB97M-V functional and the def2-TZVPD basis.

Last column: Mulliken charge in e.
Cartesian coordinates (Å):
W -0.23 -0.13 0.18  1.4585
N 0.26 -0.24 -2.12  -0.6798
C 1.68 0.24 -2.44  -0.3450
C 1.99 1.25 -1.41  0.4019
O 1.27 -0.81 0.35  -0.4636
N 2.07 2.20 -0.77  0.1054
C 1.71 2.90 0.46  -0.4426
C 0.43 2.08 0.80  0.8988
O 0.27 1.36 1.80  -0.4920
O -0.35 1.82 -0.23  -0.5455
H 0.17 -1.19 -2.48  0.3643
H -0.40 0.33 -2.67  0.3747
H 1.72 0.73 -3.41  0.4022
H 2.39 -0.59 -2.41  0.3392
H 1.52 3.96 0.26  0.3509
H 2.49 2.76 1.21  0.3596
B -2.81 -3.14 2.34  -0.2985
C -2.08 -2.18 1.54  0.8594
N -1.36 -1.41 0.97  -0.4685
H -4.09 -2.53 2.36  0.2137
H -4.12 -3.22 2.83  0.3894
H -2.51 -4.16 2.85  0.2175

HOMO energy (spin up / spin down)	-20.1 / -20.1	eV
spin multiplicity	1
HOMO-LUMO gap (spin up / spin down)	7.239 / 7.242	eV
E_tot	-676.569675	Ha
charge	+3